58
Properties=species:S:1:pos:R:3 method="wB97M-V/def2-TZVPD" gap_ha=0.3565 smiles="CC(=O)N[C@@H]1[C@@H](OCc2cccc(Br)c2)O[C@@H](COC(C)=O)[C@H](OC(C)=O)[C@H]1OC(C)=O" lumo_ev=0.619 total_energy_ev=-112160.75111
C 1.468 -0.230 5.407
C 1.193 -0.771 4.025
O 1.095 -1.948 3.760
N 1.079 0.209 3.083
C 0.629 -0.073 1.745
C 1.395 0.791 0.724
O 2.515 0.065 0.322
C 3.522 0.805 -0.366
C 3.180 1.027 -1.817
C 3.437 0.032 -2.755
C 3.041 0.187 -4.073
C 2.377 1.333 -4.474
C 2.137 2.322 -3.537
Br 1.232 3.906 -4.065
C 2.537 2.189 -2.220
O 0.589 1.220 -0.340
C -0.323 0.278 -0.859
C 0.367 -0.964 -1.451
O -0.575 -1.824 -2.066
C -1.049 -1.442 -3.267
C -2.072 -2.413 -3.768
O -0.679 -0.446 -3.830
C -1.388 -0.107 0.189
O -2.568 0.674 0.011
C -3.527 0.196 -0.796
C -4.661 1.175 -0.909
O -3.466 -0.867 -1.353
C -0.889 0.163 1.609
O -1.584 -0.717 2.481
C -1.802 -0.326 3.744
C -2.420 -1.438 4.536
O -1.519 0.766 4.167
H 2.344 0.414 5.392
H 0.609 0.350 5.739
H 1.635 -1.055 6.093
H 0.978 1.160 3.406
H 0.846 -1.133 1.571
H 1.716 1.736 1.200
H 3.683 1.764 0.144
H 4.421 0.189 -0.275
H 3.937 -0.872 -2.442
H 3.238 -0.593 -4.792
H 2.045 1.453 -5.493
H 2.327 2.972 -1.508
H -0.816 0.813 -1.680
H 0.860 -1.555 -0.679
H 1.100 -0.629 -2.192
H -1.736 -3.431 -3.600
H -2.981 -2.252 -3.190
H -2.270 -2.236 -4.821
H -1.649 -1.168 0.081
H -5.593 0.640 -1.068
H -4.477 1.813 -1.771
H -4.714 1.794 -0.019
H -1.123 1.202 1.882
H -2.813 -1.055 5.473
H -3.201 -1.921 3.957
H -1.642 -2.173 4.738

=====

12
Properties=species:S:1:pos:R:3 method="wB97M-V/def2-TZVPD" gap_ha=0.3178 lumo_ev=0.021 total_energy_ev=-78258.51353
C 0.786 1.259 0.106
C -0.503 0.625 -0.554
C 1.574 0.144 0.669
N -0.798 -0.551 0.114
N 0.264 -1.288 0.177
O 1.115 2.417 -0.063
Br 3.383 -0.295 0.142
H -1.221 1.430 -0.492
H -0.258 0.321 -1.535
H 1.673 0.247 1.716
H -1.289 -0.397 0.999
H 0.537 -1.364 -0.728

=====

107
Properties=species:S:1:pos:R:3 method="wB97M-V/def2-TZVPD" charge=+2 gap_ha=0.2730 lumo_ev=-5.353 total_energy_ev=-123334.21556
Zr 0.455 0.120 -0.193
O 0.914 0.754 1.672
S 0.479 2.238 1.847
C 1.969 3.168 1.939
C 2.968 3.058 2.882
C 3.985 4.026 2.978
C 3.925 5.132 2.161
C 4.787 6.361 2.053
C 4.115 7.232 0.954
C 3.003 6.377 0.407
C 2.116 6.532 -0.628
C 1.248 5.468 -0.942
C 1.175 4.299 -0.205
P 0.524 2.777 -1.029
C 1.499 2.979 -2.579
C 2.881 2.816 -2.447
C 3.714 2.952 -3.544
C 3.180 3.277 -4.784
C 1.820 3.505 -4.907
C 0.979 3.363 -3.811
C -1.202 3.189 -1.447
C -1.812 2.699 -2.606
C -3.126 3.035 -2.894
C -3.854 3.823 -2.014
C -3.267 4.280 -0.843
C -1.946 3.970 -0.561
C 1.980 4.196 0.960
C 2.923 5.204 1.177
C -0.370 2.527 3.384
C 0.195 3.093 4.507
C -0.571 3.712 5.507
C -1.922 3.846 5.303
C -2.989 4.547 6.095
C -4.285 4.395 5.252
C -3.882 3.550 4.075
C -4.587 3.047 3.015
C -3.920 2.223 2.088
C -2.570 1.936 2.164
P -1.874 0.590 1.130
C -1.461 -0.649 2.436
C -0.679 -1.740 2.048
C -0.335 -2.723 2.960
C -0.762 -2.626 4.276
C -1.537 -1.547 4.670
C -1.884 -0.560 3.757
C -3.319 -0.174 0.333
C -4.230 -0.966 1.028
C -5.330 -1.485 0.366
C -5.530 -1.213 -0.982
C -4.615 -0.440 -1.681
C -3.507 0.073 -1.025
C -1.789 2.553 3.187
C -2.501 3.279 4.151
H 2.973 2.219 3.567
H 4.770 3.907 3.713
H 5.805 6.083 1.773
H 4.850 6.886 3.007
H 4.822 7.535 0.182
H 3.693 8.145 1.379
H 2.115 7.418 -1.249
H 0.640 5.550 -1.836
H 3.307 2.617 -1.475
H 4.782 2.818 -3.427
H 3.828 3.377 -5.645
H 1.407 3.810 -5.860
H -0.076 3.574 -3.925
H -1.260 2.056 -3.276
H -3.581 2.676 -3.808
H -4.875 4.093 -2.250
H -3.836 4.891 -0.153
H -1.470 4.356 0.333
H 1.270 3.104 4.611
H -0.077 4.120 6.379
H -2.722 5.591 6.265
H -3.097 4.088 7.079
H -4.662 5.364 4.921
H -5.083 3.925 5.826
H -5.648 3.227 2.900
H -4.504 1.768 1.299
H -0.371 -1.861 1.015
H 0.255 -3.573 2.643
H -0.501 -3.396 4.989
H -1.885 -1.474 5.692
H -2.494 0.269 4.087
H -4.074 -1.180 2.079
H -6.035 -2.106 0.902
H -6.397 -1.613 -1.490
H -4.761 -0.241 -2.735
H -2.784 0.670 -1.563
O -1.184 -1.163 -3.509
S -0.202 -1.033 -2.497
O -0.666 -1.399 -1.124
O 0.274 0.373 -2.233
C 1.309 -1.806 -3.045
C 1.229 -2.470 -4.256
C 2.389 -2.813 -4.940
C 3.625 -2.441 -4.439
C 3.714 -1.807 -3.205
C 2.567 -1.496 -2.500
S 2.788 -0.981 -0.808
O 4.088 -1.344 -0.388
O 1.639 -1.618 -0.107
O 2.447 0.470 -0.646
H 0.253 -2.685 -4.670
H 2.312 -3.356 -5.871
H 4.530 -2.656 -4.990
H 4.673 -1.577 -2.759

=====

20
Properties=species:S:1:pos:R:3 method="wB97M-V/def2-TZVPD" gap_ha=0.3488 smiles=CCSC.CC lumo_ev=1.038 total_energy_ev=-16245.30826
C 0.569 0.967 3.131
C 0.365 0.358 1.768
S -1.230 -0.496 1.614
C -1.187 -1.665 0.179
H 0.708 0.447 4.106
H -0.312 1.650 3.461
H 1.586 1.495 3.114
H 0.355 1.053 0.986
H 1.051 -0.589 1.743
H -0.482 -2.456 0.252
H -2.016 -2.309 0.238
H -1.257 -1.103 -0.714
C 0.132 0.850 -1.959
C 0.275 -0.219 -3.123
H -0.560 0.389 -1.225
H 1.045 1.178 -1.416
H -0.204 1.860 -2.229
H 1.319 -0.631 -3.100
H 0.157 0.343 -4.029
H -0.315 -1.122 -2.796